{"formula": "C22H49ClN2O6", "method": "ωB97M-V/def2-TZVPD", "elements": ["C", "O", "C", "C", "C", "O", "C", "O", "C", "C", "O", "O", "C", "C", "C", "O", "Cl", "H", "H", "H", "H", "H", "H", "H", "H", "H", "H", "H", "H", "H", "H", "H", "H", "H", "H", "H", "C", "C", "N", "C", "C", "C", "C", "H", "H", "H", "H", "H", "H", "H", "H", "H", "H", "H", "H", "H", "H", "H", "C", "C", "N", "C", "C", "C", "C", "H", "H", "H", "H", "H", "H", "H", "H", "H", "H", "H", "H", "H", "H", "H"], "positions_angstrom": [[2.054623, -1.497965, 0.844859], [1.214367, -2.113357, -0.193548], [2.015114, -2.796863, -1.227403], [2.313042, -1.876227, -2.558088], [0.910214, -1.049487, -2.940340], [-0.217207, -1.937269, -3.263195], [-1.488590, -1.461280, -2.696864], [-1.735687, -0.018127, -2.839591], [-1.850691, 0.615351, -1.494983], [-1.670150, 2.259611, -1.716029], [-3.008860, 2.889302, -1.601351], [3.342794, -0.841677, -2.375758], [4.635664, -1.401741, -1.955230], [5.955755, -0.578541, -2.470135], [5.896803, 1.044629, -2.251042], [4.808876, 1.818170, -2.278264], [7.530117, 1.941227, -1.981509], [1.931689, -0.316903, 0.733635], [3.194570, -1.752549, 0.780593], [1.719597, -1.778619, 1.953998], [1.345018, -3.711025, -1.602560], [2.971553, -3.288430, -0.750028], [2.625889, -2.596909, -3.452112], [0.726515, -0.326498, -2.032182], [1.140837, -0.362756, -3.888533], [-1.500784, -1.820258, -1.559877], [-2.388103, -2.009054, -3.258041], [-2.899690, 0.354361, -1.019450], [-1.034275, 0.249946, -0.733659], [-1.203946, 2.398510, -2.785963], [-0.887900, 2.725609, -0.954266], [-3.566202, 2.427545, -0.892819], [4.679868, -1.460180, -0.787501], [4.748569, -2.514923, -2.364358], [6.263067, -0.794396, -3.584024], [6.868852, -0.968957, -1.807553], [-3.005502, -6.537873, 2.855973], [-1.549729, -6.681703, 2.423964], [-1.336359, -6.517453, 0.982723], [0.002353, -6.928098, 0.546065], [1.190315, -6.127770, 1.068387], [-1.829135, -5.271883, 0.390792], [-1.287603, -3.960393, 0.949810], [-3.653857, -7.230949, 2.307964], [-3.100981, -6.764040, 3.923969], [-3.378974, -5.519209, 2.706665], [-1.233743, -7.690217, 2.714331], [-0.938426, -5.982303, 3.005726], [0.038961, -6.938906, -0.550716], [0.146808, -7.976453, 0.838256], [1.276620, -5.161492, 0.570051], [2.117101, -6.672683, 0.860953], [1.145226, -5.965582, 2.148023], [-2.922263, -5.255859, 0.485359], [-1.657968, -5.289326, -0.692882], [-1.249692, -3.951103, 2.041449], [-1.938905, -3.133963, 0.641338], [-0.290693, -3.738151, 0.564841], [0.866702, 7.491436, 2.060564], [-0.151373, 7.108724, 0.991148], [-1.105943, 6.080652, 1.417228], [-1.891508, 5.526537, 0.309395], [-2.844807, 6.467848, -0.418448], [-1.864703, 6.364260, 2.637272], [-2.717657, 7.628231, 2.661976], [1.411847, 6.612928, 2.423983], [1.599751, 8.191035, 1.643332], [0.396235, 7.988156, 2.915771], [0.418824, 6.727585, 0.136239], [-0.660808, 8.016544, 0.648168], [-2.457979, 4.656704, 0.665606], [-1.191233, 5.116904, -0.430270], [-3.739299, 6.671883, 0.171244], [-3.181466, 5.998775, -1.348782], [-2.374439, 7.416963, -0.686564], [-1.159333, 6.413971, 3.476385], [-2.502720, 5.504944, 2.879062], [-2.198356, 8.495442, 2.247885], [-2.980660, 7.872530, 3.698065], [-3.655938, 7.493084, 2.120879]], "forces_ev_per_a": [[0.08, 1.55, 0.93], [2.62, -0.39, 0.09], [-0.56, -1.10, -0.70], [-1.17, -0.52, -0.01], [1.52, 1.11, -0.22], [-0.25, 1.97, 1.03], [-0.96, -1.04, 0.49], [0.70, -1.52, 2.55], [0.43, 1.09, 0.20], [-0.09, -1.37, 0.37], [0.77, -1.08, 0.76], [0.59, -1.80, 0.23], [0.28, -0.59, 0.01], [0.80, 0.29, 0.67], [-5.96, 3.80, -0.39], [7.46, -5.57, 0.23], [-1.75, -1.38, -0.34], [0.43, -2.49, 0.31], [-2.18, 0.31, -0.16], [0.38, 0.33, -2.58], [1.34, 2.06, 0.71], [-1.69, 1.14, -0.97], [-0.64, 1.38, 1.86], [0.12, -1.59, -1.75], [-0.43, -1.54, 2.08], [-0.01, 1.11, -2.23], [2.33, 1.04, 0.97], [1.94, 0.64, -1.00], [-1.37, 0.41, -1.67], [-1.39, -0.09, 2.01], [-1.82, -1.03, -1.32], [1.61, 0.82, -1.49], [-0.06, 0.22, -2.12], [-0.15, 2.31, 0.78], [-0.88, 0.62, 2.11], [-2.00, 0.90, -1.45], [-0.11, 0.11, -0.05], [-0.15, 0.05, -0.24], [0.19, -0.21, -0.22], [-0.25, -0.24, 0.07], [0.36, 0.10, -0.06], [-0.42, -0.12, 0.15], [0.17, 0.27, -0.12], [0.14, 0.14, 0.02], [0.07, 0.04, -0.16], [0.02, -0.14, 0.00], [0.18, 0.09, -0.25], [0.05, 0.06, 0.16], [-0.19, 0.13, 0.12], [-0.17, 0.11, 0.09], [-0.03, 0.05, 0.12], [-0.06, 0.01, 0.03], [-0.04, 0.01, -0.08], [0.12, -0.14, 0.10], [0.15, -0.22, 0.16], [-0.03, -0.05, -0.02], [0.07, -0.07, 0.04], [-0.13, 0.04, 0.18], [-0.02, 0.02, 0.16], [-0.06, -0.15, 0.24], [-0.06, -0.28, -0.10], [0.28, -0.10, 0.02], [-0.30, -0.01, -0.25], [0.40, -0.01, 0.13], [-0.34, 0.17, 0.19], [-0.15, 0.10, -0.05], [-0.14, -0.10, 0.02], [0.08, -0.08, -0.08], [-0.29, -0.13, -0.01], [0.02, 0.16, -0.07], [0.11, 0.17, 0.13], [0.06, 0.14, 0.15], [0.07, 0.10, -0.02], [0.06, 0.00, 0.10], [-0.01, -0.05, 0.08], [0.04, 0.03, -0.20], [0.13, 0.00, -0.29], [0.00, -0.07, -0.01], [0.04, -0.02, -0.12], [0.11, 0.12, -0.02]], "orbital_gap_ev": 7.95, "smiles": "COC[C@@H](COCOCCO)OCCC(=O)Cl.CCN(CC)CC.CCN(CC)CC", "fmax_ha_per_bohr": 0.18120, "spin_multiplicity": 1, "total_energy_ev": -51388.2708, "charge": 0, "homo_energy_ev": -8.0}